[1]
One molecule with the formula C3H6N2O2, computed with ωB97M-V/def2-TZVPD.

The largest force on an atom is 0.41 eV/A. The HOMO-LUMO gap comes out at 10.85 eV. Its HOMO energy is -10.0214 eV. The calculation puts the relative energy (zero: lowest compared OMol25 entry of this formula, charge and spin) at 32.46 kcal per mole.

Atoms and positions in Å:
H (-1.48472, 3.05613, 1.01042)
N (-1.08380, 2.24860, 0.54144)
C (-0.13322, 1.76773, 1.22245)
O (0.57385, 0.68416, 0.86640)
C (0.20881, 0.03667, -0.33904)
C (0.19957, -1.47196, -0.10712)
N (0.45176, -2.20011, -1.23391)
O (-0.04322, -1.97227, 0.97035)
H (0.25739, 2.14602, 2.17038)
H (-0.78990, 0.35943, -0.65022)
H (0.92116, 0.31695, -1.12572)
H (0.31872, -3.19931, -1.19271)
H (0.60359, -1.77204, -2.13271)

Atomic partial charges in e from the Löwdin method, atoms 1 to 2: H 0.052; N 0.104

---

[2]
A 2-piece molecular cluster, C2H5BrOS overall at a distorted geometry, computed with ωB97M-V/def2-TZVPD.

The largest force on an atom is 2.74 eV/A. The HOMO-LUMO gap comes out at 10.44 eV. Its HOMO energy is -10.1282 eV. The calculation puts the relative energy (zero: lowest compared OMol25 entry of this formula, charge and spin) at 8.64 kcal per mole.

Atoms and positions in Å:
C (0.89723, 1.32794, -1.30497)
S (0.95794, 0.84691, 0.45988)
C (-0.45732, -0.07892, 0.60448)
O (-0.96787, -0.43015, 1.64430)
H (1.66756, 0.78891, -1.84733)
H (1.11268, 2.49269, -1.38348)
H (-0.09321, 0.97165, -1.57804)
H (-0.93846, -0.34874, -0.36398)
Br (-1.12375, -3.50931, 1.74079)
H (-1.05482, -2.06097, 2.02835)

Atomic partial charges in e from the Löwdin method, atoms 1 to 2: C -0.363; S 0.935

---

[3]
One molecule with the formula C3H4N2, computed with ωB97M-V/def2-TZVPD.

The largest force on an atom is 0.96 eV/A. The HOMO-LUMO gap comes out at 9.57 eV. Its HOMO energy is -9.1624 eV. The calculation puts the relative energy (zero: lowest compared OMol25 entry of this formula, charge and spin) at 92.57 kcal per mole.

Atoms and positions in Å:
N (2.64254, -0.51758, -0.41216)
C (1.57032, -0.07688, -0.42858)
C (0.30000, 0.56686, -0.58078)
C (-0.89144, -0.27320, -0.39519)
N (-0.64428, 0.38866, 0.89739)
H (-0.33901, 1.36790, 0.65515)
H (-1.83041, 0.03596, -0.85463)
H (-0.78900, -1.35664, -0.31310)
H (-0.08764, -0.15424, 1.55414)

Atomic partial charges in e from the Löwdin method, atoms 1 to 2: N 0.128; C -0.292

---

[4]
One molecule with the formula C4H7O2 at a distorted geometry, computed with ωB97M-V/def2-TZVPD.

The largest force on an atom is 7.28 eV/A. The HOMO-LUMO gap (spin up / spin down) comes out at 9.57 / 8.18 eV. Its HOMO energy (spin up / spin down) is -9.0394 / -9.6468 eV. The calculation puts the relative energy (zero: lowest compared OMol25 entry of this formula, charge and spin) at 92.77 kcal per mole. As for the expectation value of S²: 0.7680. As for the multiplicity: 2.

Atoms and positions in Å:
H (-0.24182, -1.20859, -0.33471)
C (-0.42330, -0.26288, 0.08163)
C (-1.53372, 0.59774, -0.06629)
C (0.79776, 0.20031, 0.77233)
O (0.51652, 1.27559, 1.34137)
C (2.12280, -0.59800, 0.46762)
H (-1.70010, 1.32266, 0.70746)
H (-2.58751, -0.01999, 0.08758)
H (1.96670, -1.71255, 0.37451)
H (2.56174, -0.28376, -0.51910)
H (2.82399, -0.31191, 1.27922)
H (-2.29552, 0.71505, -2.52453)
O (-2.00756, 0.28633, -1.66708)

Atomic partial charges in e from the Löwdin method, atoms 1 to 2: H 0.090; C -0.022

---

[5]
C31H49FKN13O3 as an isolated structure, computed with ωB97M-V/def2-TZVPD.

The largest force on an atom is 0.38 eV/A. The HOMO-LUMO gap comes out at 6.26 eV. Its HOMO energy is -7.3276 eV. The calculation puts the relative energy (zero: lowest compared OMol25 entry of this formula, charge and spin) at 34.27 kcal per mole.

Atoms and positions in Å:
K (0.46078, 0.22821, -1.14280)
N (0.27002, 1.84780, -3.47482)
C (-1.15200, 2.22272, -3.41856)
C (-1.53292, 2.94404, -2.12404)
N (-1.48539, 2.14765, -0.89921)
C (-1.07269, 2.92455, 0.27458)
C (-0.37510, 2.11441, 1.36709)
N (1.01767, 1.81750, 1.02080)
C (-2.72512, 1.40967, -0.63867)
C (-2.78996, -0.03585, -1.12966)
N (-1.87441, -0.87708, -0.37446)
H (0.65614, 2.12701, -4.36724)
H (0.37420, 0.83523, -3.48038)
H (-1.80345, 1.36100, -3.58747)
H (-1.36968, 2.92908, -4.22449)
H (-2.53718, 3.38063, -2.26193)
H (-0.83351, 3.77425, -2.01613)
H (-1.93917, 3.43580, 0.72530)
H (-0.38394, 3.70508, -0.05632)
H (-0.90486, 1.17447, 1.54099)
H (-0.46295, 2.68548, 2.30099)
H (1.41126, 1.14218, 1.67355)
H (1.57816, 2.65730, 1.10361)
H (-3.58064, 1.95722, -1.06431)
H (-2.88173, 1.37494, 0.44334)
H (-2.53698, -0.09778, -2.19080)
H (-3.84371, -0.34222, -1.04446)
H (-1.85360, -1.82760, -0.71974)
H (-2.09820, -0.87935, 0.62113)
C (4.06470, -7.05791, -2.14007)
C (4.81535, -5.76607, -2.43316)
N (4.15366, -4.59398, -1.87947)
C (3.34561, -3.83937, -2.68951)
C (2.56952, -2.79350, -2.31502)
C (1.71785, -2.11749, -3.42419)
O (2.05637, -2.39324, -4.58125)
O (0.77154, -1.38985, -3.02612)
C (2.58821, -2.43064, -0.91577)
O (1.87444, -1.62070, -0.33638)
C (3.61575, -3.11565, -0.09920)
C (3.90379, -2.56709, 1.14680)
C (4.83992, -3.16022, 1.94321)
F (5.23314, -2.52375, 3.06992)
C (5.38720, -4.40507, 1.61591)
C (5.13643, -4.92547, 0.35192)
C (4.32122, -4.22961, -0.55490)
N (6.11434, -5.17570, 2.56622)
C (7.43107, -5.67955, 2.23583)
C (7.51030, -7.11127, 2.80325)
N (6.48242, -7.21313, 3.89796)
C (6.55316, -6.01028, 4.79317)
C (6.03008, -4.81694, 3.98165)
H (4.59677, -7.91326, -2.55890)
H (3.06922, -7.02326, -2.58252)
H (3.94725, -7.21308, -1.06658)
H (4.89404, -5.61264, -3.50825)
H (5.83680, -5.80605, -2.04847)
H (3.32348, -4.12552, -3.73487)
H (3.41528, -1.65091, 1.46022)
H (5.56280, -5.88566, 0.09008)
H (8.22285, -5.05046, 2.66281)
H (7.57543, -5.70468, 1.15900)
H (8.48026, -7.34749, 3.23656)
H (7.25247, -7.86243, 2.05864)
H (6.57070, -8.08494, 4.41432)
H (5.56682, -7.17876, 3.43995)
H (7.59919, -5.90775, 5.07858)
H (5.95456, -6.18770, 5.68372)
H (6.62407, -3.93955, 4.24411)
H (4.99949, -4.58985, 4.25604)
N (3.17610, -4.15814, 5.27745)
C (2.86528, -3.03534, 5.21570)
N (2.53183, -1.77077, 5.25214)
C (2.38220, -1.12236, 4.12482)
N (2.23853, -0.55517, 3.11770)
C (-0.35911, -3.65447, 4.61542)
C (0.17438, -3.22022, 3.26661)
N (-0.52319, -2.03801, 2.79733)
C (-1.78315, -1.66709, 3.18332)
N (-2.28501, -0.59283, 2.66911)
C (-3.60631, -0.15008, 3.06859)
C (-4.10588, -0.77174, 4.36430)
C (-3.84053, -2.26419, 4.30953)
N (-2.42489, -2.48290, 4.09318)
C (-1.86723, -3.75604, 4.50946)
H (-0.09024, -2.91585, 5.37519)
H (0.07611, -4.61107, 4.90692)
H (0.05870, -4.03976, 2.54527)
H (1.23414, -2.98874, 3.31712)
H (0.05663, -1.28109, 2.46350)
H (-4.32326, -0.37182, 2.26512)
H (-3.59202, 0.94028, 3.16357)
H (-5.16973, -0.57325, 4.50774)
H (-3.56402, -0.35137, 5.21491)
H (-4.44248, -2.72782, 3.51417)
H (-4.11312, -2.74884, 5.24898)
H (-2.13495, -4.55556, 3.80162)
H (-2.31506, -4.01448, 5.47151)

Atomic partial charges in e from the Löwdin method, atoms 1 to 2: K 0.816; N -0.013

---

[6]
One molecule with the formula C3H6O at a distorted geometry, computed with ωB97M-V/def2-TZVPD.

The largest force on an atom is 5.71 eV/A. The HOMO-LUMO gap comes out at 9.63 eV. Its HOMO energy is -8.4343 eV. The calculation puts the relative energy (zero: lowest compared OMol25 entry of this formula, charge and spin) at 73.16 kcal per mole.

Atoms and positions in Å:
C (0.75548, -0.52252, -0.83466)
C (0.66960, 0.49078, 0.24944)
C (-0.83076, 0.85480, 1.33951)
O (0.42670, 0.26727, 1.61764)
H (0.75840, -0.12690, -1.81682)
H (-0.11067, -1.12974, -0.73609)
H (1.66370, -1.14079, -0.69160)
H (1.09130, 1.43561, 0.03769)
H (-1.01244, 1.82819, 1.64102)
H (-1.59252, 0.22706, 0.94570)

Atomic partial charges in e from the Löwdin method, atoms 1 to 2: C -0.063; C -0.218

---

Please write out number 1 again, unchanged.
One molecule with the formula C3H6N2O2, computed with ωB97M-V/def2-TZVPD.

The largest force on an atom is 0.41 eV/A. The HOMO-LUMO gap comes out at 10.85 eV. Its HOMO energy is -10.0214 eV. The calculation puts the relative energy (zero: lowest compared OMol25 entry of this formula, charge and spin) at 32.46 kcal per mole.

Atoms and positions in Å:
H (-1.48472, 3.05613, 1.01042)
N (-1.08380, 2.24860, 0.54144)
C (-0.13322, 1.76773, 1.22245)
O (0.57385, 0.68416, 0.86640)
C (0.20881, 0.03667, -0.33904)
C (0.19957, -1.47196, -0.10712)
N (0.45176, -2.20011, -1.23391)
O (-0.04322, -1.97227, 0.97035)
H (0.25739, 2.14602, 2.17038)
H (-0.78990, 0.35943, -0.65022)
H (0.92116, 0.31695, -1.12572)
H (0.31872, -3.19931, -1.19271)
H (0.60359, -1.77204, -2.13271)

Atomic partial charges in e from the Löwdin method, atoms 1 to 2: H 0.052; N 0.104

---

Which value of relative energy (zero: lowest compared OMol25 entry of this formula, charge and spin) does entry 6 give?
73.16 kcal per mole

---

Which value of relative energy (zero: lowest compared OMol25 entry of this formula, charge and spin) does entry 3 give?
92.57 kcal per mole

---

Look up the relative energy (zero: lowest compared OMol25 entry of this formula, charge and spin) of the first one.
32.46 kcal per mole